No. 1
Computed, not measured: C3H2NaO3 as an isolated structure, with ωB97M-V/def2-TZVPD.

The geometry in XYZ format:
```
9
Properties=species:S:1:pos:R:3:mulliken_charge:R:1
O -0.187 0.536 -2.038 -0.50
C -0.590 -0.045 -1.064 0.81
O -1.655 -0.390 -0.569 -0.73
O 0.504 -0.212 0.173 -0.60
C 1.389 0.737 0.336 0.16
C 2.692 0.722 0.574 -0.63
H 3.227 1.649 0.784 0.25
H 3.180 -0.208 0.891 0.25
Na -1.186 -0.848 1.633 0.98
```

Output
ΔE to the lowest compared entry with this formula, charge and spin = 2.9 kcal per mole
multiplicity = 2
total energy = -13700.471 eV



No. 2
Computed, not measured: a 9-piece molecular cluster, C25H66N2O9 overall, with ωB97M-V/def2-TZVPD.

The geometry in XYZ format:
```
102
Properties=species:S:1:pos:R:3:mulliken_charge:R:1
C 5.356 2.001 3.722 -1.90
C 4.250 1.018 4.147 1.54
C 4.858 -0.096 5.077 -1.79
C 3.263 1.834 4.998 -1.18
C 1.938 1.095 5.182 -0.99
C 1.370 0.685 3.838 -0.57
C 2.306 -0.208 2.949 2.03
C 2.415 -1.654 3.495 -1.61
C 1.718 -0.236 1.520 -1.92
N 3.608 0.536 2.921 0.36
O 4.605 -0.162 2.234 -0.51
H 6.292 1.524 3.429 0.36
H 5.007 2.627 2.898 0.43
H 5.606 2.644 4.572 0.42
H 5.381 -0.839 4.474 0.36
H 5.575 0.320 5.789 0.46
H 4.099 -0.618 5.659 0.36
H 3.690 1.992 5.993 0.46
H 3.088 2.799 4.506 0.38
H 2.142 0.217 5.817 0.31
H 1.218 1.685 5.758 0.44
H 1.060 1.554 3.248 0.50
H 0.469 0.104 4.055 -0.11
H 2.950 -1.746 4.436 0.33
H 2.935 -2.334 2.814 0.37
H 1.388 -2.018 3.598 0.37
H 1.785 0.712 0.983 0.48
H 0.668 -0.518 1.631 -0.12
H 2.206 -1.011 0.924 0.41
H 4.547 0.176 1.333 0.32
C -4.779 -0.532 4.243 -2.10
C -3.776 -0.330 3.084 1.71
C -2.334 -0.264 3.613 -1.46
C -3.928 -1.557 2.147 -1.44
C -3.295 -1.388 0.749 0.00
C -3.896 -0.149 0.122 -1.44
C -3.675 1.143 0.953 2.00
C -2.167 1.553 0.790 -1.77
C -4.567 2.242 0.305 -1.96
N -4.117 0.923 2.367 0.32
O -4.064 2.028 3.226 -0.48
H -5.803 -0.484 3.854 0.49
H -4.649 -1.502 4.729 0.37
H -4.691 0.233 5.011 0.39
H -2.281 0.389 4.484 0.46
H -1.941 -1.255 3.872 0.42
H -1.657 0.130 2.865 0.03
H -3.469 -2.445 2.596 0.47
H -4.998 -1.800 2.086 0.35
H -2.191 -1.374 0.744 -0.05
H -3.492 -2.280 0.132 0.36
H -4.980 -0.300 0.039 0.37
H -3.518 -0.005 -0.892 0.38
H -1.991 1.980 -0.204 0.48
H -1.474 0.715 0.872 0.09
H -1.919 2.327 1.520 0.42
H -5.606 2.131 0.632 0.46
H -4.594 2.223 -0.794 0.35
H -4.235 3.236 0.611 0.42
H -4.949 2.411 3.165 0.36
C -0.251 2.327 -5.545 -0.21
O -0.980 3.230 -4.761 -0.54
H 0.805 2.349 -5.258 0.07
H -0.646 1.323 -5.419 -0.02
H -0.253 2.581 -6.612 0.36
H -1.922 3.112 -4.899 0.33
C -2.536 -3.864 -3.359 -0.24
O -3.340 -4.547 -4.331 -0.53
H -3.178 -3.203 -2.763 0.13
H -2.072 -4.568 -2.667 0.35
H -1.734 -3.274 -3.807 0.00
H -3.459 -5.448 -4.030 0.30
C 1.503 -1.009 -5.354 0.12
O 1.442 -1.782 -6.564 -0.60
H 2.106 -1.441 -4.559 0.21
H 1.846 0.009 -5.588 0.27
H 0.479 -0.885 -4.997 -0.29
H 2.240 -1.699 -7.088 0.29
C 3.787 -2.066 -1.968 -0.32
O 4.327 -1.688 -3.237 -0.53
H 3.230 -2.981 -2.127 0.27
H 4.569 -2.250 -1.224 0.33
H 3.107 -1.319 -1.540 -0.05
H 4.451 -0.735 -3.251 0.31
C 2.078 2.567 -2.728 -0.64
O 1.985 1.933 -1.427 -0.39
H 1.077 2.737 -3.111 0.05
H 2.582 3.532 -2.641 0.46
H 2.632 1.925 -3.417 0.21
H 2.800 2.159 -0.964 0.27
C -1.986 -1.314 -6.488 -0.50
O -0.995 -0.614 -7.203 -0.60
H -2.174 -0.865 -5.501 0.11
H -2.902 -1.283 -7.079 0.35
H -1.723 -2.370 -6.356 0.26
H -0.133 -1.046 -7.064 0.40
C -0.914 0.044 -2.480 1.16
O 0.312 -0.444 -1.959 -0.25
H -0.777 0.500 -3.470 -0.43
H -1.628 -0.771 -2.635 0.06
H -1.365 0.744 -1.778 -0.51
H 0.853 0.314 -1.674 0.02
```

Output
SMILES = CC1(C)CCCC(C)(C)N1O.CC1(C)CCCC(C)(C)N1O.CO.CO.CO.CO.CO.CO.CO
ΔE to the lowest compared entry with this formula, charge and spin = 48.1 kcal per mole
total energy = -48397.791 eV



No. 3
Computed, not measured: C18H26ClCrN7O9P as an isolated structure, with ωB97M-V/def2-TZVPD.

The geometry in XYZ format:
```
63
Properties=species:S:1:pos:R:3:mulliken_charge:R:1
Cr -1.460 -1.096 -0.508 0.74
O -3.844 4.428 -1.890 -0.51
C -2.705 4.784 -1.300 0.47
O -2.283 5.901 -1.355 -0.51
C -1.927 3.734 -0.562 -0.34
C -0.825 4.028 0.226 0.23
Cl -0.099 5.493 0.624 -0.08
N -0.350 2.866 0.726 0.57
N -1.068 1.810 0.300 -0.10
C -2.023 2.333 -0.470 0.39
C -3.003 1.412 -1.079 0.62
O -4.036 1.696 -1.607 -0.68
O -2.586 0.123 -1.032 -0.46
C 0.744 2.711 1.643 -1.09
C 2.044 2.757 1.168 0.33
C 3.089 2.631 2.075 -0.99
C 2.822 2.467 3.427 -0.51
C 1.511 2.433 3.888 -0.87
C 0.459 2.565 2.993 0.23
H -4.075 3.491 -1.767 0.40
H 2.232 2.910 0.114 0.59
H 4.111 2.682 1.726 0.44
H 3.640 2.388 4.129 0.47
H 1.308 2.334 4.946 0.44
H -0.569 2.584 3.333 0.54
N -2.786 -1.329 1.139 -0.29
N -2.796 -2.645 1.636 -0.42
C -2.247 -3.602 0.838 0.59
N -2.377 -4.863 1.175 -0.30
N -1.598 -3.093 -0.233 0.29
N -0.986 -3.960 -1.168 0.82
O -0.703 -3.428 -2.208 -0.52
O -0.779 -5.109 -0.860 -0.72
H -2.555 -0.675 1.884 0.31
H -3.710 -1.084 0.779 0.42
H -3.439 -2.882 2.378 0.21
H -2.924 -5.132 1.979 0.18
H -1.906 -5.572 0.629 0.21
C 3.822 -2.855 -1.803 -1.45
C 2.385 -2.462 -1.605 0.24
O 2.339 -1.016 -1.342 -0.10
P 1.182 -0.074 -0.919 0.10
O -0.137 -0.618 -1.864 0.85
C -0.330 -0.308 -3.300 -0.37
C 0.570 0.805 -3.766 -1.40
O 0.336 -1.005 0.303 -0.50
C 0.638 -0.742 1.725 0.18
C 2.092 -0.992 2.026 -1.37
H 3.879 -3.937 -1.929 0.41
H 4.425 -2.580 -0.939 0.37
H 4.238 -2.385 -2.691 0.34
H 1.932 -2.958 -0.745 0.15
H 1.774 -2.644 -2.488 0.22
H -1.381 -0.042 -3.384 0.35
H -0.151 -1.248 -3.819 0.31
H 0.340 1.750 -3.272 0.35
H 0.411 0.942 -4.836 0.44
H 1.628 0.571 -3.633 0.40
H -0.010 -1.436 2.263 0.39
H 0.334 0.281 1.926 -0.14
H 2.390 -2.006 1.764 0.33
H 2.254 -0.854 3.096 0.46
H 2.738 -0.278 1.513 0.33
```

Output
ΔE to the lowest compared entry with this formula, charge and spin = 6.4 kcal per mole
multiplicity = 2
total energy = -98162.458 eV
net charge = +2